{"formula": "C40H29BrN4O3PPbS", "method": "ωB97M-V/def2-TZVPD", "gap_ev": 6.89, "total_charge": -1, "e_lumo_ev": 2.01, "homo_energy_ev": -4.882, "multiplicity": 1, "species": ["Pb", "Br", "S", "P", "O", "O", "O", "N", "N", "N", "N", "C", "C", "C", "C", "C", "C", "C", "C", "C", "C", "C", "C", "C", "C", "C", "C", "C", "C", "C", "C", "C", "C", "C", "C", "C", "C", "C", "C", "C", "C", "C", "C", "C", "C", "C", "C", "C", "C", "C", "C", "H", "H", "H", "H", "H", "H", "H", "H", "H", "H", "H", "H", "H", "H", "H", "H", "H", "H", "H", "H", "H", "H", "H", "H", "H", "H", "H", "H", "H"], "positions_angstrom": [[0.197, -0.562, -0.141], [4.901, -4.154, 4.933], [-0.905, -1.944, 2.017], [-2.877, -0.367, -0.876], [-1.433, 1.739, -4.256], [2.503, -1.359, 0.169], [-1.620, 1.136, -2.096], [1.262, 0.408, 2.106], [0.108, -3.225, -0.045], [-0.076, -4.483, 1.963], [0.288, 2.165, 0.304], [-5.070, -0.275, -4.986], [0.613, -4.289, -0.657], [4.444, -3.660, 2.141], [-5.573, -2.612, 1.492], [-3.259, 0.374, -3.544], [-4.108, 2.197, -0.624], [0.108, 2.477, 1.618], [-4.391, 3.323, 1.490], [-3.915, -1.673, -0.006], [0.583, 1.544, 2.598], [-3.764, 2.263, 2.130], [-5.624, -1.004, -3.941], [0.681, -6.761, 2.166], [-0.542, 3.656, 2.023], [-3.316, 1.174, 1.392], [-0.134, 2.999, -0.612], [0.444, -5.530, 1.338], [0.796, -5.490, -0.011], [-0.360, 2.976, 4.318], [0.304, 1.795, 3.918], [-4.554, 3.289, 0.109], [-3.799, -0.367, -2.486], [-4.996, -1.052, -2.704], [2.006, -0.278, 2.890], [-0.988, 4.533, 1.005], [-0.242, -3.348, 1.255], [3.901, -3.009, 1.069], [-4.113, -4.079, 0.284], [-3.499, 1.117, 0.010], [-0.761, 3.900, 3.399], [-0.780, 4.218, -0.301], [-3.504, -2.979, -0.294], [-5.154, -3.898, 1.190], [-3.884, 0.411, -4.782], [3.350, -2.140, 3.637], [2.761, -1.459, 2.552], [4.154, -3.224, 3.444], [-1.983, 1.164, -3.317], [-4.960, -1.512, 0.896], [3.005, -1.896, 1.209], [-0.016, 2.690, -1.644], [1.708, -6.755, 2.539], [-4.746, 4.172, 2.061], [4.116, -3.326, 0.056], [3.137, -1.798, 4.643], [-1.133, 4.852, -1.102], [-3.765, -5.078, 0.048], [2.121, 0.035, 3.934], [5.105, -4.505, 1.994], [0.540, -7.669, 1.580], [-3.420, 0.994, -5.568], [-5.564, -0.243, -5.950], [-2.669, -3.127, -0.975], [-4.239, 2.184, -1.699], [-1.273, 4.806, 3.702], [1.208, -6.352, -0.516], [-0.554, 3.137, 5.371], [-3.614, 2.282, 3.203], [-2.825, 0.349, 1.900], [0.583, 1.075, 4.676], [0.010, -6.762, 3.023], [-5.317, -0.519, 1.143], [0.890, -4.156, -1.698], [-5.031, 4.117, -0.402], [-6.555, -1.540, -4.086], [-5.624, -4.751, 1.662], [-6.381, -2.458, 2.198], [-5.446, -1.630, -1.908], [-1.523, 5.434, 1.284]], "forces_ev_per_angstrom": [[0.482, -0.124, 0.084], [-0.016, 0.030, -0.045], [0.096, -0.007, -0.065], [-0.684, -0.459, 0.145], [0.004, 0.030, -0.026], [-0.223, 0.121, -0.017], [0.125, 0.131, -0.142], [-0.256, 0.233, -0.090], [-0.178, -0.060, 0.036], [-0.051, 0.128, -0.089], [-0.043, 0.143, 0.096], [0.014, -0.008, 0.023], [0.048, 0.146, -0.001], [0.002, 0.041, 0.140], [0.046, 0.048, -0.039], [-0.006, -0.038, -0.012], [-0.059, -0.012, 0.013], [0.148, -0.181, -0.127], [0.001, -0.015, -0.066], [0.186, -0.082, -0.127], [0.019, -0.058, -0.120], [0.019, -0.010, -0.038], [0.010, -0.008, 0.008], [-0.029, 0.035, -0.031], [-0.026, 0.048, 0.052], [0.080, -0.018, 0.025], [0.014, 0.029, -0.009], [-0.008, -0.020, 0.123], [0.013, -0.091, 0.009], [0.043, -0.093, 0.028], [-0.059, 0.035, 0.128], [0.026, -0.030, 0.061], [0.128, 0.300, -0.047], [0.071, -0.007, 0.021], [0.077, -0.096, -0.014], [-0.077, 0.022, 0.060], [0.068, -0.081, -0.013], [-0.120, 0.048, -0.045], [-0.070, 0.013, 0.056], [0.087, 0.043, 0.000], [-0.011, -0.003, -0.085], [0.016, -0.040, -0.045], [0.017, 0.029, 0.027], [0.066, 0.019, -0.059], [-0.086, -0.049, -0.046], [-0.128, 0.118, -0.017], [0.078, 0.058, 0.070], [0.089, -0.150, -0.122], [-0.041, -0.090, 0.198], [-0.109, 0.042, -0.030], [0.038, -0.160, 0.074], [-0.004, 0.056, 0.072], [-0.009, 0.009, 0.002], [0.006, 0.002, -0.006], [0.007, -0.022, 0.013], [0.023, 0.021, -0.006], [0.019, -0.008, -0.008], [0.007, 0.005, -0.006], [0.060, 0.018, -0.018], [-0.010, -0.015, -0.012], [0.009, 0.006, 0.003], [0.024, -0.001, 0.030], [0.000, 0.001, 0.007], [-0.005, 0.001, 0.026], [0.010, -0.012, -0.002], [-0.002, -0.002, -0.004], [0.009, 0.011, -0.002], [0.005, -0.010, 0.003], [0.013, 0.002, -0.018], [-0.032, 0.004, -0.006], [-0.028, 0.010, 0.008], [0.004, -0.003, -0.009], [0.027, 0.012, 0.001], [-0.002, 0.004, -0.009], [-0.002, -0.005, 0.003], [0.003, 0.000, 0.006], [0.003, -0.003, -0.002], [0.003, 0.010, -0.005], [0.004, -0.004, 0.025], [0.029, 0.012, 0.008]]}


{"formula": "C40H29N3O9Pt", "method": "ωB97M-V/def2-TZVPD", "gap_ev": 6.43, "total_charge": -2, "e_lumo_ev": 4.37, "homo_energy_ev": -2.060, "multiplicity": 1, "species": ["Pt", "O", "O", "O", "O", "O", "O", "O", "O", "O", "N", "N", "N", "C", "C", "C", "C", "C", "C", "C", "C", "C", "C", "C", "C", "C", "C", "C", "C", "C", "C", "C", "C", "C", "C", "C", "C", "C", "C", "C", "C", "C", "C", "C", "C", "C", "C", "C", "C", "C", "C", "C", "C", "H", "H", "H", "H", "H", "H", "H", "H", "H", "H", "H", "H", "H", "H", "H", "H", "H", "H", "H", "H", "H", "H", "H", "H", "H", "H", "H", "H", "H"], "positions_angstrom": [[0.796, 0.517, -0.504], [0.884, 1.042, -2.462], [0.576, 0.069, 1.463], [1.288, 0.183, -4.468], [6.120, 0.209, 0.499], [5.888, 0.034, -5.873], [5.097, -1.695, 0.504], [7.482, -0.278, -4.452], [2.687, -0.275, -0.523], [-1.042, 1.352, -0.416], [-0.962, -1.583, -0.615], [5.374, -0.622, 0.004], [6.292, -0.121, -4.726], [4.377, -1.359, 4.295], [5.335, -0.121, -3.648], [-1.493, 4.684, -4.041], [2.877, -2.330, 2.678], [-3.526, 1.087, 0.583], [-2.473, -1.170, 5.135], [0.632, -1.146, 2.088], [-1.335, 3.409, -4.560], [-0.460, -1.170, 3.185], [1.985, -1.277, 2.826], [3.044, 0.081, -2.888], [-1.816, 2.428, -2.404], [3.501, -0.285, 4.433], [-4.515, 1.676, -1.513], [-1.983, 1.255, -1.414], [1.621, 0.423, -3.308], [-1.984, -0.119, -2.178], [-0.943, -2.324, 0.487], [-1.796, 4.834, -2.690], [-1.495, 2.289, -3.747], [-3.302, -2.652, 0.321], [4.063, -2.373, 3.409], [-3.319, -1.788, -0.762], [-1.319, -0.089, 3.313], [-5.910, 1.406, 0.432], [3.449, -0.168, -1.528], [-5.772, 1.694, -0.922], [0.397, -2.384, 1.164], [3.974, 0.068, -3.899], [2.325, -0.248, 3.706], [-2.112, -1.236, -1.186], [-2.110, -2.900, 0.986], [5.783, -0.311, -2.350], [-4.780, 1.101, 1.181], [4.861, -0.353, -1.350], [-0.602, -2.242, 4.066], [-1.601, -2.248, 5.028], [-2.322, -0.089, 4.278], [-1.950, 3.716, -1.887], [-3.378, 1.370, -0.768], [6.837, -0.434, -2.145], [3.628, 0.217, -4.911], [-2.989, 0.763, 4.358], [-4.413, 1.906, -2.569], [3.745, 0.532, 5.104], [-4.250, -1.503, -1.240], [-4.873, 0.859, 2.234], [1.168, -2.359, 0.391], [-1.060, 3.275, -5.600], [5.304, -1.389, 4.856], [-6.646, 1.936, -1.517], [-2.160, 3.826, -0.829], [-6.889, 1.426, 0.897], [-3.257, -1.174, 5.884], [2.677, -3.120, 1.965], [-2.807, -0.114, -2.897], [1.651, 0.596, 3.792], [-1.307, 1.312, -4.168], [-1.032, -0.219, -2.698], [-1.362, 5.554, -4.675], [0.498, -3.298, 1.754], [-1.902, 5.825, -2.263], [-2.085, -3.507, 1.883], [-1.170, 0.739, 2.631], [4.755, -3.193, 3.255], [-4.226, -3.093, 0.680], [-2.631, 0.844, 1.139], [0.088, -3.079, 4.006], [-1.697, -3.093, 5.702]], "forces_ev_per_angstrom": [[0.145, 0.144, -0.059], [-0.048, -0.106, -0.002], [-0.131, 0.243, -0.094], [-0.049, 0.078, -0.002], [-0.192, -0.176, 0.009], [0.105, -0.028, 0.157], [0.002, 0.267, 0.009], [-0.190, 0.016, -0.096], [-0.064, 0.223, 0.279], [0.007, -0.166, 0.323], [-0.057, -0.106, -0.023], [0.212, -0.159, -0.191], [-0.063, 0.042, 0.057], [-0.044, -0.007, -0.021], [-0.027, 0.015, -0.215], [-0.004, -0.027, 0.042], [-0.004, -0.006, 0.049], [-0.031, 0.031, 0.033], [0.028, 0.003, -0.042], [0.075, -0.076, 0.062], [-0.024, -0.007, 0.037], [0.058, -0.068, 0.060], [-0.004, -0.093, -0.006], [-0.054, 0.057, 0.171], [-0.009, 0.015, 0.009], [-0.005, -0.023, -0.022], [-0.023, -0.035, -0.003], [0.011, 0.091, -0.231], [0.228, -0.023, 0.001], [-0.095, -0.034, 0.033], [0.009, 0.029, -0.024], [0.004, -0.002, -0.028], [-0.017, 0.010, -0.053], [-0.023, -0.031, 0.023], [-0.018, 0.022, -0.002], [0.040, 0.077, -0.022], [-0.070, 0.013, 0.015], [0.052, 0.009, 0.000], [0.099, -0.191, -0.283], [0.028, -0.019, 0.016], [-0.063, 0.017, -0.053], [0.173, -0.013, -0.128], [0.034, 0.056, -0.002], [0.007, -0.020, 0.026], [0.046, 0.016, 0.024], [0.233, -0.017, 0.065], [-0.025, 0.008, -0.041], [-0.204, 0.027, 0.174], [0.012, 0.004, 0.013], [-0.003, 0.022, -0.015], [0.024, -0.030, -0.008], [0.016, -0.010, 0.003], [-0.003, 0.050, -0.011], [-0.024, 0.002, 0.017], [-0.025, -0.009, 0.021], [0.002, -0.003, -0.007], [0.002, 0.009, 0.016], [-0.004, -0.007, 0.001], [0.015, -0.010, 0.005], [0.004, 0.008, -0.008], [0.029, -0.035, 0.025], [0.001, -0.010, 0.008], [0.000, 0.010, -0.012], [0.013, 0.005, 0.000], [-0.004, 0.004, -0.015], [0.003, -0.019, -0.002], [0.005, 0.005, -0.002], [-0.005, -0.001, 0.020], [0.008, -0.060, -0.004], [-0.004, -0.015, -0.005], [-0.006, 0.005, 0.002], [-0.070, 0.012, -0.024], [0.001, -0.001, 0.008], [-0.031, -0.022, -0.023], [0.003, -0.013, -0.004], [0.002, 0.012, -0.005], [0.013, -0.010, 0.004], [-0.014, 0.015, -0.008], [0.001, 0.002, -0.001], [-0.017, 0.005, -0.011], [-0.003, 0.011, -0.005], [0.002, 0.001, -0.005]]}


{"formula": "C40H30ClF3NO2PtS2", "method": "ωB97M-V/def2-TZVPD", "gap_ev": [6.78, 4.74], "total_charge": 1, "e_lumo_ev": [-3.40, -5.44], "homo_energy_ev": [-10.182, -10.175], "multiplicity": 3, "species": ["Pt", "Cl", "S", "S", "F", "F", "F", "O", "O", "N", "C", "C", "C", "C", "C", "C", "C", "C", "C", "C", "C", "C", "C", "C", "C", "C", "C", "C", "C", "C", "C", "C", "C", "C", "C", "C", "C", "C", "C", "C", "C", "C", "C", "C", "C", "C", "C", "C", "C", "C", "H", "H", "H", "H", "H", "H", "H", "H", "H", "H", "H", "H", "H", "H", "H", "H", "H", "H", "H", "H", "H", "H", "H", "H", "H", "H", "H", "H", "H", "H"], "positions_angstrom": [[-0.194, 0.102, 0.023], [-0.716, -4.295, 3.760], [2.029, -1.145, 0.311], [-0.012, -1.326, -2.064], [1.282, 1.423, -2.020], [-0.277, 2.693, -1.225], [1.528, 2.341, -0.088], [1.430, -2.282, -0.413], [-1.083, -0.589, -2.726], [-1.223, -1.413, 1.119], [5.140, -3.689, 0.909], [5.323, 0.725, -0.513], [3.277, -0.690, -4.544], [-2.046, -7.061, -2.137], [7.725, -1.286, -2.493], [4.377, 0.181, -4.689], [-2.408, -4.578, -2.248], [4.949, -0.943, -2.258], [0.586, 1.720, -0.872], [3.984, -3.098, 0.435], [3.518, -0.786, -2.097], [-0.168, -5.404, -2.081], [2.709, -1.197, -5.745], [7.235, -0.351, -1.620], [-1.537, -5.657, -2.159], [5.488, -1.918, -3.117], [2.660, -0.989, -3.258], [5.850, -0.178, -1.468], [-1.422, -3.301, 2.554], [4.537, -0.301, -7.045], [-2.691, -3.578, 2.055], [-0.724, -2.203, 2.062], [3.387, -1.038, -6.972], [7.111, -3.730, 2.459], [-1.932, -3.278, -2.228], [4.140, -1.418, 2.155], [6.845, -2.086, -3.227], [3.507, -1.960, 1.054], [1.323, -1.380, -3.325], [5.820, -3.144, 1.993], [4.025, 0.557, -0.132], [1.432, -1.786, -5.702], [3.166, -0.318, -0.821], [-0.571, -3.054, -2.133], [-2.446, -1.662, 0.649], [0.726, -1.758, -4.534], [-3.208, -2.730, 1.091], [0.318, -4.112, -2.069], [4.993, 0.363, -5.900], [5.299, -2.014, 2.618], [7.241, -2.841, -3.887], [3.458, -3.505, -0.413], [5.060, -0.187, -7.981], [-3.468, -4.752, -2.332], [7.211, -3.640, 3.538], [5.835, 1.035, -5.973], [0.522, -6.233, -2.026], [4.727, 0.746, -3.841], [5.808, -1.590, 3.470], [7.192, -4.776, 2.177], [-2.823, -0.978, -0.103], [0.258, -1.965, 2.449], [-0.309, -2.058, -4.522], [-3.097, -7.101, -2.406], [1.377, -3.925, -2.008], [-4.194, -2.893, 0.688], [5.524, -4.575, 0.422], [4.822, -2.565, -3.665], [7.901, 0.251, -1.019], [3.624, 1.089, 0.716], [0.986, -2.174, -6.605], [2.956, -1.480, -7.858], [-1.931, -7.484, -1.139], [-1.480, -7.686, -2.823], [-3.253, -4.423, 2.419], [5.976, 1.430, -0.022], [3.747, -0.534, 2.631], [7.937, -3.188, 1.997], [8.788, -1.415, -2.604], [-2.600, -2.434, -2.321]], "forces_ev_per_angstrom": [[-0.021, 0.037, 0.238], [0.078, 0.009, 0.038], [1.695, 0.094, -0.769], [0.099, -0.481, -0.656], [-0.347, 0.034, 0.075], [-0.160, -0.382, 0.197], [-0.300, -0.151, 0.153], [-0.204, -1.053, -0.065], [-0.869, 0.650, -0.247], [-0.231, -0.121, -0.257], [-0.002, 0.185, 0.093], [-0.302, -0.232, 0.041], [-0.484, -0.103, -0.214], [-0.003, -0.063, 0.020], [0.105, 0.389, 0.279], [0.331, 0.245, -0.301], [0.136, -0.088, 0.038], [0.058, 0.304, 0.467], [1.101, 0.775, -0.707], [-0.260, -0.048, -0.263], [0.121, 0.185, 1.143], [0.005, 0.128, -0.031], [0.072, 0.011, 0.266], [0.221, -0.153, -0.257], [-0.036, 0.146, -0.007], [0.356, -0.201, -0.136], [-0.693, -0.392, -0.396], [-0.331, -0.036, -0.023], [-0.172, 0.242, -0.262], [-0.314, -0.267, -0.128], [0.286, 0.231, 0.000], [0.174, -0.434, 0.420], [0.280, 0.141, -0.086], [0.106, -0.017, 0.015], [0.069, 0.385, -0.058], [-0.050, -0.018, 0.068], [-0.449, -0.132, -0.081], [-0.512, 0.216, 0.756], [0.506, 0.182, 0.605], [-0.056, 0.084, 0.038], [0.398, 0.217, -0.068], [-0.214, 0.058, 0.468], [0.208, 0.225, -0.510], [0.176, 0.246, 0.541], [-0.553, -0.180, -0.036], [-0.122, -0.211, -0.657], [0.106, 0.099, 0.055], [0.077, -0.167, 0.022], [-0.052, 0.094, 0.457], [-0.110, -0.009, -0.122], [0.003, -0.139, -0.055], [-0.053, -0.084, -0.105], [0.008, 0.028, -0.108], [-0.171, -0.035, -0.034], [0.066, -0.041, 0.051], [0.038, 0.075, 0.022], [0.074, -0.072, -0.024], [0.071, 0.010, 0.020], [0.064, 0.025, 0.112], [0.058, -0.069, 0.022], [0.002, -0.075, -0.005], [0.022, -0.045, -0.026], [-0.099, -0.080, -0.106], [-0.079, -0.068, -0.028], [0.129, -0.027, -0.005], [-0.064, 0.010, -0.069], [0.017, -0.049, -0.035], [-0.052, -0.023, -0.141], [0.072, 0.049, 0.024], [-0.015, 0.105, 0.211], [-0.067, -0.012, -0.094], [-0.037, -0.055, -0.097], [-0.022, -0.074, 0.059], [-0.006, -0.087, -0.060], [-0.020, -0.090, 0.054], [0.007, 0.059, 0.108], [-0.028, 0.127, 0.148], [0.090, -0.042, 0.030], [0.177, -0.041, -0.009], [-0.107, 0.047, -0.013]]}


What energy values result from the calculations? In sequence: -149473.0920, -68093.2477, -93134.2339 eV.